# CF2O2S

A cluster of 2 separate species, CF2O2S in total in a non-equilibrium geometry (the ωB97M-V functional and the def2-TZVPD basis, the OMol25 dataset).

The geometry in XYZ format:
```
6
CF2O2S (the ωB97M-V functional and the def2-TZVPD basis)
C 2.09397 -0.11120 -0.41650
O 0.99761 -0.16306 -0.81463
O -2.43023 0.51795 -0.93393
F 2.36920 0.01809 0.85326
F -1.43437 0.13992 1.46221
S -1.59618 -0.40171 -0.15040
```

Values from the calculation:
Total charge: 0
Max |F|: 1.9 eV/A
M: 114.1 g/mol
LUMO energy (alpha / beta): -0.0429 / -0.0769 hartree
Kohn-Sham gap (alpha / beta): 9.714 / 7.219 eV
Electronic energy: -786.39174 a.u.

# C42H45GeN4O3STi

A structure of composition C42H45GeN4O3STi (the ωB97M-V functional and the def2-TZVPD basis, the OMol25 dataset).

The geometry in XYZ format:
```
97
C42H45GeN4O3STi (the ωB97M-V functional and the def2-TZVPD basis)
Ti -0.11498 0.60146 0.95608
O -1.56582 -2.31392 7.24604
C -1.81956 -1.15153 6.88036
O -2.47656 -0.23672 7.41281
C -1.18780 -0.76166 5.52533
C -1.27097 0.53451 5.05420
C -0.68518 0.85982 3.84672
N -0.04045 -0.04804 3.09194
C 0.13942 -1.27871 3.59510
C -0.43840 -1.66704 4.78865
C 1.11841 -2.17862 2.91958
C 0.99135 -3.56364 2.97940
C 2.01498 -4.34389 2.47584
C 3.11810 -3.72260 1.90954
C 3.12498 -2.33754 1.84283
N 2.15351 -1.57688 2.34003
C -0.52249 2.26355 3.36616
C -1.08041 3.35271 4.01596
C -0.72886 4.62212 3.59437
C 0.16312 4.76576 2.54319
C 0.63096 3.62613 1.91961
N 0.28682 2.40302 2.31313
H -1.79163 1.25621 5.66943
H -0.28601 -2.65036 5.21122
H 0.10302 -4.01227 3.40305
H 1.94880 -5.42384 2.51763
H 3.94539 -4.29462 1.50976
H 3.94379 -1.80879 1.36636
H -1.76941 3.20363 4.83460
H -1.14824 5.49317 4.08208
H 0.47664 5.74067 2.19546
H 1.29188 3.67834 1.06452
C 0.49364 3.11577 -3.00407
C 0.12875 3.53379 -1.57817
C 0.74048 4.90522 -1.27330
C -1.37486 3.53229 -1.34943
C -2.14762 4.43739 -2.06806
C -3.52116 4.50657 -1.91307
C -4.12085 3.65847 -0.99708
C -3.39351 2.74092 -0.24450
C -4.19430 1.84173 0.68405
C -3.71012 1.76980 2.12966
C -4.30794 0.43688 0.09631
C -1.99905 2.63927 -0.44013
N -1.24343 1.67259 0.21313
H 1.57981 3.11559 -3.13710
H 0.06183 3.80684 -3.73454
H 0.12417 2.11536 -3.22619
H 0.56006 2.79596 -0.91014
H 0.43281 5.64353 -2.01980
H 1.83358 4.85352 -1.29282
H 0.42444 5.28111 -0.29765
H -1.65639 5.10453 -2.76991
H -4.11193 5.20696 -2.48994
H -5.19525 3.70327 -0.85083
H -5.19488 2.28097 0.71760
H -2.78155 1.20953 2.20042
H -4.45473 1.26093 2.74661
H -3.54556 2.76686 2.54331
H -4.95786 -0.19865 0.70504
H -3.31937 -0.02134 0.06114
H -4.70727 0.46757 -0.91964
C 5.56298 -5.33703 -6.42472
C 4.80672 -4.52465 -5.39701
O 3.61315 -4.43955 -5.36836
S 5.91869 -3.70285 -4.24883
C 4.81438 -2.72512 -3.27495
C 3.88579 -3.31549 -2.42236
C 3.04616 -2.52097 -1.65873
C 3.12823 -1.12688 -1.72268
C 4.06344 -0.54736 -2.58136
C 4.89646 -1.33912 -3.35536
C 2.27073 -0.30437 -0.91447
C 1.55461 0.45807 -0.28779
H 4.95021 -6.18014 -6.73546
H 6.52315 -5.68278 -6.04059
H 5.74996 -4.69904 -7.29041
H 3.82357 -4.39400 -2.35408
H 2.31151 -2.97258 -1.00716
H 4.13125 0.53123 -2.63539
H 5.61751 -0.88209 -4.02158
C -0.44614 -3.42810 -1.81159
Ge -1.52343 -1.90954 -1.19367
C -3.36747 -2.58674 -1.26060
C -1.37128 -0.54123 -2.57771
C -0.98848 -1.32266 0.58580
H -0.96481 -3.89284 -2.65475
H -0.31220 -4.18437 -1.03252
H 0.54164 -3.11165 -2.15684
H -3.42117 -3.34186 -2.04986
H -4.07564 -1.79282 -1.49401
H -3.66759 -3.05047 -0.31788
H -1.64086 -0.94555 -3.55708
H -0.34190 -0.18165 -2.60728
H -2.02164 0.30658 -2.34828
H -0.20070 -2.02454 0.90205
H -1.83310 -1.50147 1.26358
```

Values from the calculation:
Total charge: -1
Max |F|: 0.9 eV/A
M: 806.4 g/mol
LUMO energy: 0.0627 hartree
Kohn-Sham gap: 6.846 eV
Electronic energy: -5396.87831 a.u.

# C22H29F2N2O3

The ion C22H29F2N2O3 with charge +1 (the ωB97M-V functional and the def2-TZVPD basis, the OMol25 dataset).

The geometry in XYZ format:
```
58
C22H29F2N2O3 (the ωB97M-V functional and the def2-TZVPD basis)
O 0.66304 3.48009 -4.93225
H 0.89426 3.67787 -5.84509
C -0.49440 2.66770 -4.88520
C -0.97144 2.68863 -3.42946
N 0.20560 2.54569 -2.54140
H 0.94860 3.07764 -3.02859
C 0.01170 3.13155 -1.19849
C 1.32012 3.06914 -0.41058
N 1.70980 1.68381 -0.27610
C 1.95874 1.11349 -1.58519
C 0.67411 1.14662 -2.40051
H 0.84303 0.71983 -3.38839
H -0.10003 0.57764 -1.88281
H 2.27246 0.07922 -1.44325
H 2.75800 1.65570 -2.12360
C 2.78612 1.42200 0.66768
H 2.78106 2.19070 1.44105
H 3.76522 1.43486 0.17233
C 2.59418 0.06213 1.35658
O 2.56515 -0.96015 0.39119
H 2.16333 -1.72655 0.82584
C 1.28569 0.06488 2.16694
O 0.91719 -1.27577 2.41135
C -0.47302 -1.46120 2.63148
C -0.74567 -2.90900 2.97908
C 0.28216 -3.83061 3.11250
C 0.00480 -5.15033 3.42273
C -1.31267 -5.53199 3.59598
C -2.35552 -4.62969 3.47137
C -2.06318 -3.31575 3.16136
H -2.86515 -2.59921 3.06175
H -3.37108 -4.96021 3.61824
F -1.59019 -6.81277 3.89210
H 0.79317 -5.87747 3.53303
H 1.30300 -3.50959 2.98372
C -1.23755 -1.06647 1.38204
C -2.10893 0.01498 1.37541
C -2.69390 0.44161 0.19487
C -2.39104 -0.23666 -0.96969
C -1.55576 -1.33957 -0.98936
C -0.98120 -1.75018 0.19866
H -0.31791 -2.60062 0.21171
H -1.36565 -1.85856 -1.91549
F -2.88102 0.23479 -2.14753
H -3.36975 1.28213 0.17252
H -2.32674 0.53777 2.29489
H -0.79516 -0.82455 3.47244
H 0.51561 0.57103 1.57189
H 1.42285 0.60576 3.11219
H 3.44263 -0.10383 2.03820
H 1.15270 3.49589 0.57932
H 2.08609 3.68094 -0.92299
H -0.31938 4.16639 -1.29818
H -0.75583 2.54992 -0.68316
H -1.69725 1.89915 -3.23973
H -1.43237 3.65667 -3.22508
H -1.28971 3.05794 -5.52655
H -0.25892 1.64659 -5.21175
```

Values from the calculation:
Total charge: +1
Max |F|: 1.0 eV/A
M: 407.5 g/mol
LUMO energy: -0.0817 hartree
Kohn-Sham gap: 8.789 eV
Electronic energy: -1390.45264 a.u.
Structure (SMILES): OCC[NH+]1CCN(C[C@H](O)COC(c2ccc(F)cc2)c2ccc(F)cc2)CC1